[1]
Below is a structure of composition C37H30AuN2O4P2 at a distorted geometry, with properties calculated with ωB97M-V/def2-TZVPD.

Summary:
Total charge: +1
Maximum force in eV/Å: 2.41
2S+1: 1
Frontier orbital gap (alpha / beta) in eV: 4.35 / 4.31
Energy relative to the best compared isomer or geometry (same formula, charge and spin) in kJ/mol: 262.1
HOMO (alpha / beta) in eV: -10.2 / -10.2

CARTESIAN COORDINATES (ANGSTROEM)
Au 0.20 -1.12 0.16
C -0.33 1.98 1.96
P 0.44 2.86 0.46
C -0.51 2.00 -0.84
C -1.90 2.05 -0.95
C -2.56 1.34 -1.93
C -1.84 0.53 -2.81
C -0.46 0.47 -2.72
C 0.20 1.21 -1.74
C -0.40 4.48 0.59
C -1.07 5.05 -0.49
C -1.57 6.34 -0.40
C -1.41 7.08 0.76
C -0.72 6.53 1.84
C -0.22 5.24 1.75
C 0.61 1.02 2.53
C 1.36 1.09 3.74
C 2.15 -0.03 3.81
C 1.91 -0.75 2.61
C 2.50 -2.02 2.08
P 2.36 -1.94 0.24
C 3.66 -0.80 -0.30
C 4.91 -1.30 -0.65
C 5.93 -0.43 -1.00
C 5.71 0.94 -0.99
C 4.46 1.44 -0.65
C 3.44 0.58 -0.30
C 2.75 -3.55 -0.43
C 3.35 -4.55 0.33
C 3.67 -5.76 -0.26
C 3.39 -5.98 -1.60
C 2.79 -4.99 -2.36
C 2.46 -3.78 -1.78
N 0.99 -0.10 1.86
H -1.24 1.49 1.62
H -0.59 2.74 2.70
H -2.47 2.67 -0.27
H -3.64 1.40 -2.02
H -2.36 -0.03 -3.57
H 0.10 -0.14 -3.41
H 1.28 1.18 -1.69
H -1.20 4.49 -1.40
H -2.09 6.77 -1.25
H -1.81 8.08 0.83
H -0.58 7.10 2.74
H 0.35 4.84 2.59
H 1.27 1.88 4.47
H 2.84 -0.31 4.59
H 1.92 -2.88 2.43
H 3.54 -2.15 2.39
H 5.09 -2.37 -0.67
H 6.90 -0.82 -1.28
H 6.51 1.62 -1.27
H 4.28 2.51 -0.65
H 2.47 0.98 -0.03
H 3.57 -4.39 1.38
H 4.13 -6.54 0.34
H 3.64 -6.93 -2.05
H 2.56 -5.16 -3.40
H 1.98 -3.00 -2.37
O -1.60 -2.20 -0.78
C -2.34 -1.44 -0.12
O -1.81 -0.51 0.58
C -3.81 -1.60 -0.15
C -4.64 -0.68 0.48
C -6.01 -0.83 0.44
C -6.52 -1.92 -0.25
C -5.73 -2.85 -0.88
C -4.36 -2.69 -0.83
N -8.00 -2.09 -0.30
O -8.67 -1.34 0.37
O -8.42 -2.97 -1.01
H -4.20 0.16 1.00
H -6.68 -0.13 0.92
H -6.19 -3.68 -1.41
H -3.70 -3.39 -1.32

***

[2]
Below is a structure of composition C37H31AsIN2O8P2S2V, with properties calculated with ωB97M-V/def2-TZVPD.

Summary:
Total charge: -1
Maximum force in eV/Å: 0.64
2S+1: 2
Frontier orbital gap (alpha / beta) in eV: 6.59 / 7.02
Energy relative to the best compared isomer or geometry (same formula, charge and spin) in kJ/mol: 32.0
HOMO (alpha / beta) in eV: -4.7 / -4.7

CARTESIAN COORDINATES (ANGSTROEM)
V -0.09 1.44 -0.68
I 2.14 3.39 -2.86
C 1.01 2.27 -4.21
C 0.94 2.76 -5.48
C 0.39 1.98 -6.52
C 0.00 0.70 -6.25
C 0.08 0.17 -4.94
C -0.23 -1.19 -4.73
C -0.14 -1.72 -3.47
C 0.15 -0.87 -2.38
C 0.41 0.48 -2.50
C 0.49 0.99 -3.85
H 1.34 3.74 -5.70
H 0.32 2.39 -7.52
H -0.36 0.05 -7.04
H -0.53 -1.80 -5.57
H -0.34 -2.77 -3.29
H 0.08 -1.30 -1.40
O 1.49 2.41 2.69
P 0.73 3.30 1.62
O 1.12 4.71 1.66
O 1.01 2.60 0.23
O -0.84 2.99 1.80
P -1.64 2.14 2.97
O -1.47 3.12 4.25
O -3.05 2.00 2.59
O -0.76 0.95 3.26
H 0.89 1.67 3.01
H -2.14 3.80 4.22
S -1.16 3.23 -1.79
C -2.85 3.06 -1.44
C -3.76 4.08 -1.75
C -5.10 3.94 -1.44
C -5.56 2.78 -0.82
C -4.68 1.76 -0.51
C -3.33 1.89 -0.83
S -2.21 0.60 -0.48
H -3.39 4.98 -2.21
H -5.79 4.74 -1.68
H -6.61 2.68 -0.57
H -5.01 0.87 0.00
N 5.09 1.74 -0.35
C 5.57 0.99 -1.40
C 4.56 0.13 -1.72
N 3.48 0.35 -0.89
C 3.83 1.31 -0.08
H 5.56 2.50 0.10
H 6.55 1.14 -1.82
H 4.52 -0.60 -2.51
H 3.20 1.76 0.67
O 0.56 -0.11 0.46
As 0.13 -1.35 1.50
C 1.05 -2.88 0.73
C 0.73 -4.18 1.12
C 1.48 -5.24 0.64
C 2.56 -5.01 -0.20
C 2.89 -3.71 -0.56
C 2.14 -2.64 -0.10
C -1.71 -1.86 1.62
C -2.20 -2.69 0.60
C -3.54 -3.02 0.58
C -4.39 -2.53 1.56
C -3.90 -1.71 2.57
C -2.56 -1.37 2.60
C 1.00 -1.21 3.19
C 0.54 -1.93 4.28
C 1.27 -1.90 5.46
C 2.43 -1.16 5.55
C 2.88 -0.44 4.45
C 2.17 -0.47 3.26
H -0.11 -4.36 1.77
H 1.23 -6.25 0.93
H 3.15 -5.84 -0.56
H 3.74 -3.52 -1.21
H 2.41 -1.62 -0.36
H -1.54 -3.04 -0.18
H -3.92 -3.65 -0.22
H -5.45 -2.78 1.53
H -4.57 -1.30 3.32
H -2.18 -0.69 3.35
H -0.38 -2.50 4.23
H 0.91 -2.46 6.33
H 2.99 -1.13 6.47
H 3.78 0.15 4.51
H 2.49 0.11 2.40

***

[3]
Below is a structure of composition C37H31BBr3F4MnN6O12 at a distorted geometry, with properties calculated with ωB97M-V/def2-TZVPD.

Summary:
Total charge: +1
Maximum force in eV/Å: 2.48
2S+1: 6
Frontier orbital gap (alpha / beta) in eV: 7.78 / 7.68
Energy relative to the best compared isomer or geometry (same formula, charge and spin) in kJ/mol: 98.2
HOMO (alpha / beta) in eV: -11.8 / -11.8

CARTESIAN COORDINATES (ANGSTROEM)
Mn 0.25 1.18 -0.86
B 0.58 -0.66 0.93
F 1.48 0.42 0.70
F -0.62 -0.17 0.30
F 1.08 -1.71 0.16
F 0.41 -1.02 2.23
C 1.67 -3.89 3.39
Br 1.61 -3.99 5.37
Br -0.09 -4.18 2.60
Br 2.90 -5.22 2.68
H 2.01 -2.91 3.08
C -6.27 -1.10 -2.24
C -5.02 -1.68 -2.14
C -3.86 -0.93 -2.12
C -3.96 0.46 -2.21
C -5.20 1.08 -2.30
C -6.34 0.29 -2.27
N -2.76 1.27 -2.34
O -2.74 2.11 -3.19
O -1.83 1.10 -1.53
H -7.20 -1.64 -2.24
H -4.89 -2.75 -2.03
H -2.84 -1.30 -2.00
H -5.29 2.15 -2.44
H -7.26 0.86 -2.29
C -0.02 -3.85 -2.59
C -1.09 -3.95 -3.46
C -2.28 -4.48 -2.97
C -2.41 -4.95 -1.68
C -1.34 -4.78 -0.80
C -0.14 -4.28 -1.28
N -3.67 -5.55 -1.26
O -4.09 -5.26 -0.16
O -4.23 -6.27 -2.07
H 0.89 -3.40 -2.97
H -1.06 -3.69 -4.51
H -3.11 -4.67 -3.65
H -1.36 -5.21 0.20
H 0.71 -4.13 -0.64
C 5.54 4.46 -3.79
C 5.30 3.18 -3.30
C 4.32 3.01 -2.36
C 3.44 4.06 -2.06
C 3.65 5.35 -2.54
C 4.72 5.52 -3.42
N 2.35 3.81 -1.16
O 2.03 2.64 -0.95
O 1.80 4.73 -0.64
H 6.40 4.67 -4.41
H 6.00 2.38 -3.49
H 4.25 2.10 -1.77
H 2.97 6.17 -2.37
H 4.87 6.50 -3.85
C 1.96 4.37 4.57
C 0.74 5.02 4.49
C -0.05 4.82 3.38
C 0.38 3.88 2.43
C 1.58 3.21 2.51
C 2.35 3.41 3.65
N -0.54 3.56 1.34
O -1.59 4.11 1.27
O -0.20 2.67 0.56
H 2.60 4.47 5.44
H 0.48 5.64 5.33
H -1.04 5.25 3.31
H 1.92 2.41 1.86
H 3.23 2.85 3.92
C -4.31 -2.28 1.54
C -5.63 -1.88 1.46
C -5.95 -0.52 1.32
C -4.91 0.39 1.20
C -3.58 -0.02 1.28
C -3.27 -1.36 1.44
N -5.24 1.77 0.90
O -6.32 2.20 1.24
O -4.39 2.43 0.31
H -4.02 -3.32 1.63
H -6.37 -2.64 1.65
H -7.00 -0.28 1.23
H -2.79 0.70 1.19
H -2.22 -1.61 1.54
C 5.34 -3.43 1.10
C 4.18 -2.78 0.67
C 4.12 -1.40 0.58
C 5.24 -0.65 0.87
C 6.41 -1.26 1.27
C 6.44 -2.64 1.43
N 5.22 0.81 0.66
O 4.15 1.29 0.32
O 6.22 1.45 0.86
H 5.30 -4.51 1.21
H 3.28 -3.35 0.50
H 3.24 -0.90 0.19
H 7.36 -0.76 1.34
H 7.41 -3.01 1.75

***

What is the maximum force in the third record?
2.48 eV/Å

***

Look up the 2S+1 of the third one.
6

***

Which value of total charge does entry 1 give?
+1